[1]
Density functional theory data (ωB97M-V/def2-TZVPD) for a 2-piece molecular cluster, C9H14O overall at a distorted geometry.

Element x y z (Å)
1 C 0.62490 -2.04075 2.32479
2 C 0.05961 -3.08394 3.28928
3 H 0.61919 -1.03807 2.74970
4 H 1.57677 -2.35757 1.91567
5 H -0.02733 -1.92730 1.44608
6 H 0.20244 -2.79982 4.32923
7 H 0.50234 -4.06461 3.13182
8 H -1.00829 -3.22004 3.12075
9 C 1.77835 1.08083 -2.92205
10 C 0.54112 0.51069 -0.75984
11 C 0.65641 1.26814 -1.93421
12 C -0.55864 0.69162 0.06265
13 C -0.45857 2.01714 -2.32716
14 C -1.62874 1.45346 -0.32076
15 C -1.58837 2.14625 -1.53144
16 O -2.71439 1.72392 0.45966
17 H 1.45115 -0.00710 -0.49716
18 H -0.60263 0.16561 0.97839
19 H 2.50694 0.36061 -2.56432
20 H 2.22202 2.06049 -3.12037
21 H -0.31871 2.52701 -3.27745
22 H -2.42291 2.63673 -2.01135
23 H -2.75234 1.24072 1.28564
24 H 1.33968 0.65594 -3.82755

Values from the calculation:
HOMO-LUMO gap (eV): 9.1
Lowest unoccupied orbital energy (hartree): 0.02791
Total energy (a.u.): -426.5520
SMILES: Cc1ccc(O)cc1.CC
Total charge: 0
Energy relative to the best compared isomer or geometry (same formula, charge and spin) (eV): 0.567
Molecular weight (g/mol): 138.21

Atomic partial charges in e from the Mulliken method, atoms 1 to 4: atom 1 (C): -0.689, atom 2 (C): -0.934, atom 3 (H): 0.305, atom 4 (H): 0.336


[2]
Density functional theory data (ωB97M-V/def2-TZVPD) for a 2-piece molecular cluster, C7H9F2NO2 overall at a distorted geometry.

Element x y z (Å)
1 C 1.40309 0.38671 0.32894
2 C -2.09548 -1.02615 0.95268
3 C -2.19857 1.22419 -0.38459
4 C -2.28128 -0.29574 -0.42126
5 C -0.06504 0.38370 0.11603
6 C -0.87925 -0.84652 0.02147
7 C 3.40345 -0.69669 0.17220
8 N -0.82819 1.44754 0.11552
9 O 1.99067 1.42808 0.40225
10 O 1.96728 -0.79239 0.39632
11 F 1.21931 0.23746 -1.75607
12 F -0.42128 -1.91526 -0.64995
13 H -2.03057 -0.40215 1.90627
14 H -2.25531 -2.09174 1.03876
15 H -2.30564 1.61009 -1.40788
16 H -2.81185 1.85247 0.16720
17 H -2.69987 -0.73150 -1.23999
18 H 3.80204 -0.75896 -0.91574
19 H 3.74134 -1.65227 0.71173
20 H 3.72630 0.21249 0.49186
21 H -0.38116 2.42663 -0.04573

Values from the calculation:
HOMO-LUMO gap (spin up / spin down) (eV): 9.0 / 9.0
Lowest unoccupied orbital energy (spin up / spin down) (hartree): -0.02060 / -0.02060
Total energy (a.u.): -676.9669
Total charge: 0
Energy relative to the best compared isomer or geometry (same formula, charge and spin) (eV): 2.825
Molecular weight (g/mol): 177.15

Atomic partial charges in e from the Mulliken method, atoms 1 to 4: atom 1 (C): 1.058, atom 2 (C): -0.811, atom 3 (C): -0.661, atom 4 (C): -0.471